C38H39AsCsF5N4O7S2 | wB97M-V/def2-TZVPD

```
97
Properties=species:S:1:pos:R:3:forces:R:3
Cs -1.1533 3.0772 -0.1951 0.83 0.86 -0.04
As 0.4670 -2.2943 2.1834 -0.04 0.02 0.01
S 2.1964 3.2337 -2.4192 0.03 -0.01 0.10
S 2.0636 0.4109 -0.4799 0.03 0.01 0.07
F 2.5020 2.0457 -5.1900 0.02 0.02 0.02
F 3.1033 6.1001 -2.7927 0.00 0.02 0.02
F 3.9534 7.2727 -5.0286 0.01 0.02 0.00
F 4.0971 5.8809 -7.3732 0.00 0.00 0.01
F 3.3557 3.2546 -7.4065 0.00 0.00 0.02
O -0.1937 1.9942 2.5067 -0.04 -0.09 0.04
O -1.0913 0.3375 -0.0857 0.02 -0.37 0.02
O 2.1728 -0.5940 0.6406 -0.01 0.01 0.05
O -2.4055 5.8749 -3.2861 0.00 0.02 -0.01
O -5.2749 3.7484 1.6928 0.01 0.00 0.00
O -3.8917 3.5205 -0.0680 -0.27 -0.02 0.08
O -2.3709 -1.4987 -0.2598 -0.02 0.02 -0.02
N -2.1860 3.5828 -2.9807 -0.14 -0.02 -0.15
N -4.3977 3.0281 -3.0557 -0.01 0.00 0.02
N -2.8986 1.3191 1.7856 -0.06 -0.03 0.01
N -2.8008 1.3554 -2.6014 -0.06 -0.06 0.07
C 3.6485 -3.3182 4.8291 0.00 0.01 0.00
C 1.7990 -4.8535 -1.5737 -0.01 -0.01 0.01
C 2.0621 -2.2767 3.3308 0.01 -0.02 -0.02
C 2.4557 -1.3139 -2.4639 0.00 0.00 0.03
C 2.5482 -3.4055 3.9865 -0.01 0.00 0.02
C 3.7895 -0.9625 4.3872 0.00 -0.01 0.00
C 3.2873 3.9500 -6.2529 0.01 -0.01 -0.01
C -2.6282 -0.1072 1.6708 -0.02 -0.02 -0.04
C 1.3428 -0.4481 -1.8974 -0.02 0.03 -0.02
C 3.1392 5.3530 -3.9056 0.03 -0.02 -0.01
C -1.1497 1.7024 3.5095 -0.01 -0.03 -0.01
C -3.1026 2.6429 -2.8589 -0.06 -0.09 -0.02
C -1.9842 -0.4651 0.3141 -0.05 0.04 -0.01
C -1.0302 -3.4524 4.3661 0.01 0.00 -0.01
C 2.3438 -3.9450 0.5883 0.00 0.00 0.02
C -1.6857 -4.4139 5.1197 0.00 -0.01 0.01
C -5.5263 2.3161 -2.4954 0.00 -0.01 -0.01
C 2.7481 4.0053 -3.8589 -0.06 -0.03 -0.07
C -1.7540 -5.7249 4.6643 0.00 0.01 0.00
C -1.1628 -6.0578 3.4552 0.00 0.00 -0.01
C 3.7338 0.3787 -1.2320 -0.01 0.03 -0.01
C -4.3752 4.4794 -3.0380 0.00 0.00 0.00
C 2.8477 3.3431 -5.0931 -0.04 -0.01 0.01
C -2.8746 4.7696 -3.1292 -0.05 -0.06 -0.01
C -4.2517 1.6226 1.3302 -0.05 0.03 0.00
C 1.0880 -3.3545 0.6673 0.01 0.00 -0.02
C 2.6975 -4.6939 -0.5266 -0.01 -0.02 0.00
C 3.6640 5.2792 -6.2448 -0.01 0.00 -0.01
C 3.5855 5.9767 -5.0543 -0.01 -0.01 0.00
C -4.4957 3.1114 0.9678 -0.04 -0.01 0.01
C 0.5521 -4.2475 -1.5066 0.01 -0.02 0.01
C 3.6570 -0.3743 -2.5602 0.01 -0.02 0.01
C -0.4197 -3.7757 3.1543 0.01 0.00 0.01
C -2.5991 1.9146 3.0720 -0.01 -0.02 0.01
C 4.2706 -2.0934 5.0319 0.01 0.00 -0.01
C 0.1958 -3.4959 -0.3931 0.02 -0.01 0.00
C -0.5002 -5.0906 2.7066 -0.01 -0.01 0.01
C 2.6926 -1.0526 3.5397 0.01 0.01 0.00
H -1.9089 -0.4239 2.4276 0.02 -0.01 0.01
H 3.0588 -3.8071 1.3900 0.00 0.00 0.00
H 2.0591 -4.3628 3.8448 0.00 0.00 0.00
H -0.9423 2.3748 4.3448 0.00 0.00 0.00
H 3.6824 -5.1432 -0.5820 0.00 0.00 0.00
H 3.4911 0.3465 -3.3621 -0.01 0.02 -0.03
H -2.1507 -4.1394 6.0591 0.00 0.00 0.00
H -5.5579 2.4159 -1.4077 0.00 0.00 0.00
H -3.5329 -0.7114 1.8150 0.00 0.00 0.00
H -1.0018 0.6807 3.8805 -0.01 0.00 0.00
H -1.8891 1.1370 -2.2205 0.04 -0.02 -0.13
H -0.1451 -4.3416 -2.3305 0.00 0.00 0.00
H -3.2538 1.5308 3.8799 0.00 0.00 0.00
H 4.2699 -0.0035 4.5391 0.00 0.00 0.00
H -6.4406 2.7288 -2.9215 0.00 0.00 0.00
H 2.0792 -5.4302 -2.4475 0.00 0.00 0.00
H -4.9222 4.9211 -3.8714 0.00 0.00 0.00
H 5.1280 -2.0216 5.6910 0.00 0.00 0.00
H 2.1810 -1.7353 -3.4333 0.00 0.00 0.00
H 4.5890 -0.9079 -2.7632 0.00 0.00 0.00
H -2.8067 2.9855 2.9925 0.01 0.00 -0.01
H -0.0416 -5.3676 1.7653 0.00 0.00 -0.01
H -2.2709 -6.4785 5.2464 0.00 0.00 0.00
H 4.0167 -4.2063 5.3297 0.00 0.00 0.00
H -0.2947 1.3367 1.7956 0.00 -0.13 0.04
H 4.3142 -0.1546 -0.4774 -0.01 0.01 0.00
H 0.4539 -0.9574 -1.5299 0.02 0.01 -0.01
H 4.0802 1.4037 -1.3412 0.01 0.01 -0.01
H 2.3333 -0.1755 3.0163 -0.01 -0.01 0.00
H 1.0565 0.3438 -2.5953 0.00 0.00 0.00
H -1.2154 -7.0763 3.0880 0.00 0.00 0.00
H -0.7659 -2.9892 -0.3659 -0.02 -0.02 -0.01
H -4.7464 4.8578 -2.0810 0.00 0.00 0.00
H -3.5238 0.7541 -2.2433 0.01 0.00 0.02
H -4.9993 1.3195 2.0809 0.02 -0.02 0.02
H -5.4904 1.2630 -2.7774 0.00 0.00 0.00
H -4.4203 1.0340 0.4233 -0.01 0.00 0.00
H -0.9888 -2.4294 4.7280 -0.01 0.00 -0.01
H 2.6605 -2.1429 -1.7800 0.00 0.03 -0.03
```
Positions in Å, forces in eV/Å.

Calculated values
E	-156980.4412	eV
relative energy (zero: lowest compared OMol25 entry of this formula, charge and spin)	0.000	eV
E_HOMO	-2.30	eV
Kohn-Sham gap	6.0	eV
total charge	-2

Löwdin population analysis, charges in e, atoms 1 to 2: Cs 1.2151; As 1.3990